This record from the Open Molecules 2025 dataset describes 14 unconnected molecules or ions with the total composition C80H181N7O14. The level of theory is ωB97M-V/def2-TZVPD.

```
282
Properties=species:S:1:pos:R:3:forces:R:3
C -14.226 -7.691 21.026 -1.34 -2.38 -1.51
C -13.116 -8.760 20.907 2.17 2.31 2.15
C -13.355 -9.910 20.029 -0.74 -0.92 -0.67
O -11.822 -8.159 20.474 -1.04 -0.68 -0.72
H -14.155 -7.095 21.877 0.56 0.95 1.42
H -15.208 -8.255 21.145 0.98 0.65 -0.29
H -14.296 -7.050 20.144 0.08 -0.20 -0.09
H -12.827 -9.028 21.970 -0.87 -0.38 -1.04
H -14.082 -10.577 20.488 -0.06 -0.19 0.10
H -12.444 -10.468 19.823 0.06 0.02 0.11
H -13.803 -9.626 19.075 0.16 0.22 -0.07
H -11.602 -7.515 21.141 0.10 0.66 0.61
C -13.945 -13.099 27.114 0.38 1.22 -1.14
C -13.293 -13.615 28.342 -0.06 -2.23 -0.13
C -11.835 -13.909 28.131 0.31 -0.15 0.24
O -13.482 -12.784 29.483 -1.82 1.00 -0.49
H -13.429 -12.203 26.739 -0.15 0.23 0.38
H -14.967 -12.858 27.305 -0.91 0.29 0.02
H -13.921 -13.729 26.228 0.06 -0.69 0.31
H -13.750 -14.602 28.550 -0.08 0.32 0.22
H -11.358 -13.106 27.592 0.33 0.48 -0.22
H -11.663 -14.839 27.557 -0.22 0.37 0.36
H -11.379 -13.972 29.116 0.34 -0.27 0.04
H -14.432 -12.448 29.412 1.90 -0.58 0.40
C -8.195 -10.582 29.250 0.63 -0.29 -0.12
C -9.175 -11.387 30.087 -1.41 -0.15 -0.15
C -8.710 -12.786 30.499 0.59 -0.33 -1.11
O -9.554 -10.648 31.234 0.42 0.23 0.47
H -7.478 -11.245 28.741 -0.41 0.15 -0.22
H -7.556 -9.917 29.830 -0.17 0.08 0.41
H -8.771 -10.003 28.525 0.28 0.00 -0.12
H -10.096 -11.463 29.440 0.62 -0.37 0.41
H -8.270 -13.391 29.646 -0.78 0.65 0.72
H -9.533 -13.328 30.963 0.00 -0.10 -0.07
H -7.911 -12.707 31.224 0.18 0.16 0.33
H -10.498 -10.816 31.483 0.74 0.00 -0.68
C -13.534 -9.435 29.517 0.70 -1.19 -0.35
C -12.236 -9.441 30.301 0.91 0.78 -0.28
C -12.175 -8.301 31.329 0.70 -1.04 0.38
O -12.101 -10.688 30.996 -0.62 0.30 0.13
H -14.329 -9.527 30.237 -0.57 0.16 0.25
H -13.611 -10.332 28.847 0.20 0.85 0.39
H -13.639 -8.537 28.932 -0.11 0.26 -0.18
H -11.336 -9.296 29.663 -0.53 -0.31 -0.04
H -13.077 -8.361 31.891 -0.92 0.19 0.65
H -12.077 -7.284 30.941 0.15 -0.58 -0.26
H -11.363 -8.528 32.049 -0.22 0.32 -0.51
H -12.401 -11.396 30.407 -0.13 -0.16 0.00
C -11.423 -4.528 21.843 0.79 0.97 -0.21
C -11.739 -5.083 23.204 -0.70 -0.53 0.23
C -13.032 -4.435 23.722 0.44 -0.69 -0.47
O -12.000 -6.499 23.017 0.37 -0.11 0.28
H -12.321 -4.520 21.229 -0.10 -0.22 -0.07
H -10.657 -5.118 21.339 -0.02 0.08 0.05
H -11.080 -3.473 21.874 -0.08 -0.51 0.14
H -10.914 -5.083 23.934 -0.30 0.78 -0.34
H -13.357 -4.910 24.626 -0.10 -0.25 0.61
H -13.794 -4.661 22.964 0.02 0.38 0.13
H -12.928 -3.372 23.900 -0.02 0.25 -0.14
H -11.362 -6.946 23.604 -0.44 -0.35 -0.21
C -13.028 -1.481 30.342 -1.10 -0.49 -0.55
C -12.666 -2.985 30.376 -0.12 1.27 1.81
C -13.874 -3.841 30.701 -0.15 -0.48 -0.18
C -13.556 -5.323 30.457 0.72 0.80 1.13
C -13.096 -5.546 29.049 -0.71 -0.34 -0.93
C -11.897 -4.687 28.692 -0.03 -0.96 -0.29
N -12.199 -3.313 29.084 -0.80 -1.31 -1.30
O -11.137 -2.533 28.762 2.35 0.86 -0.14
C -10.639 -5.321 29.328 0.20 0.58 -0.77
C -11.789 -4.704 27.160 2.10 0.07 -0.91
C -11.604 -3.095 31.506 -0.09 -0.02 -0.46
H -13.641 -1.224 31.223 0.37 0.02 -0.28
H -13.625 -1.279 29.415 0.52 -0.04 0.80
H -12.098 -0.927 30.316 -0.13 0.40 0.02
H -14.130 -3.694 31.761 -0.16 0.04 -0.38
H -14.712 -3.568 30.055 -0.08 0.28 0.12
H -14.420 -5.912 30.719 -0.16 -0.46 0.17
H -12.726 -5.498 31.175 -0.63 -0.52 -0.34
H -13.887 -5.257 28.355 -0.36 0.37 0.11
H -12.975 -6.604 28.735 0.52 0.42 0.60
H -9.758 -4.693 29.121 -0.04 -0.20 0.23
H -10.717 -5.518 30.391 0.03 -0.02 0.02
H -10.445 -6.248 28.795 0.03 -0.15 0.12
H -11.066 -3.963 26.717 -0.62 -0.38 0.84
H -11.400 -5.656 26.725 -0.56 0.31 0.65
H -12.733 -4.480 26.718 -0.78 0.12 -0.23
H -11.251 -4.088 31.613 0.21 -1.12 0.25
H -12.065 -2.836 32.457 0.24 0.43 0.00
H -10.693 -2.525 31.278 -0.48 0.33 0.32
H -10.369 -2.926 29.247 -0.40 0.64 -0.48
C -6.385 -2.983 24.861 -0.88 -0.56 0.38
C -6.950 -4.368 24.371 0.52 0.95 -0.69
C -6.462 -4.734 22.900 -0.16 1.23 0.81
C -4.959 -5.078 22.919 -0.45 -0.05 -0.07
C -4.774 -6.292 23.851 0.57 -0.06 -0.49
C -5.242 -6.069 25.320 0.09 1.59 -1.18
N -6.598 -5.460 25.259 0.30 -1.88 -0.30
O -6.948 -5.197 26.585 -0.32 0.93 0.75
C -5.343 -7.434 25.946 -0.11 0.13 0.09
C -4.255 -5.193 26.163 0.03 -0.59 -0.64
C -8.471 -4.206 24.391 0.43 -1.07 -0.12
H -6.569 -2.883 25.942 0.18 -0.29 -0.23
H -6.963 -2.173 24.435 0.01 0.17 -0.44
H -5.344 -2.813 24.682 0.65 0.00 -0.23
H -7.064 -5.527 22.417 0.30 -0.03 0.67
H -6.704 -3.847 22.271 0.42 -0.30 0.39
H -4.334 -4.239 23.296 -0.50 -0.34 -0.34
H -4.649 -5.294 21.872 0.08 -0.04 0.72
H -3.694 -6.568 23.855 -0.66 -0.01 0.13
H -5.333 -7.152 23.406 0.31 0.51 0.42
H -4.380 -7.907 25.811 0.39 -0.23 0.68
H -5.736 -7.395 26.961 0.51 -0.06 0.22
H -6.019 -8.047 25.391 -0.62 -0.26 -0.52
H -3.299 -5.709 26.212 0.02 -0.38 0.46
H -3.958 -4.236 25.759 -0.47 0.37 -0.49
H -4.691 -5.012 27.142 0.20 -0.16 0.13
H -8.727 -3.415 23.701 -0.29 0.29 -0.10
H -8.760 -3.948 25.418 -0.33 -0.14 -0.38
H -8.931 -5.155 24.029 0.16 0.71 0.53
H -7.642 -5.812 26.826 -0.22 -0.35 -0.04
C -17.076 -10.803 26.535 -0.18 -0.13 0.93
C -17.297 -9.326 26.927 -1.03 -0.73 -0.19
C -16.202 -8.897 27.892 0.45 -1.44 -0.42
C -16.117 -7.431 28.075 0.14 1.78 -1.14
C -15.946 -6.693 26.664 0.04 -2.14 1.76
C -17.064 -7.109 25.714 0.24 0.27 -1.44
N -17.097 -8.594 25.669 0.81 -0.16 -0.01
O -18.107 -9.060 24.788 -0.68 0.79 0.23
C -18.455 -6.530 26.011 0.66 0.00 -0.01
C -16.513 -6.671 24.313 0.69 0.09 1.00
C -18.787 -9.168 27.468 1.01 0.24 -0.49
H -17.079 -11.528 27.376 0.18 0.68 -0.12
H -16.177 -10.913 25.947 0.41 -0.01 0.04
H -17.890 -11.101 25.916 -0.66 -0.30 -0.59
H -16.307 -9.473 28.818 -0.27 0.31 0.14
H -15.264 -9.303 27.469 -0.21 0.34 -0.02
H -15.305 -7.106 28.711 0.28 -0.17 0.24
H -17.017 -7.086 28.569 -0.33 0.29 0.06
H -14.972 -7.021 26.239 -0.56 0.12 0.20
H -15.875 -5.632 26.800 -0.28 0.66 0.00
H -19.203 -7.152 25.518 0.01 0.31 0.03
H -18.639 -6.491 27.077 -0.17 -0.08 0.21
H -18.506 -5.514 25.656 -0.13 0.42 -0.29
H -15.600 -7.271 24.171 -0.40 0.04 -0.34
H -17.203 -6.794 23.512 -0.59 -0.37 -0.65
H -16.169 -5.623 24.273 -0.35 -0.23 0.38
H -18.806 -8.288 28.120 -0.30 -0.39 0.13
H -19.072 -10.087 28.013 -0.06 0.58 -0.25
H -19.456 -8.951 26.597 0.47 -0.60 0.95
H -17.678 -9.319 23.976 0.63 -0.26 -0.46
C -7.447 -9.902 17.314 -1.67 -0.91 1.08
C -7.592 -9.659 18.849 -0.17 -1.01 -0.50
C -6.242 -9.584 19.555 -1.05 0.39 0.50
C -5.560 -8.266 19.275 0.35 0.23 0.12
C -6.448 -7.093 19.645 0.29 1.46 0.25
C -7.861 -7.144 19.056 -0.42 0.90 -0.90
N -8.406 -8.503 19.233 -0.12 0.33 -0.06
O -9.645 -8.585 18.504 -0.10 -0.16 1.14
C -8.782 -6.163 19.839 0.50 0.11 -1.01
C -7.903 -6.705 17.545 -0.18 -0.77 -0.39
C -8.374 -10.901 19.388 0.72 0.91 -0.51
H -6.774 -9.309 16.757 0.68 0.82 -0.40
H -8.476 -9.824 16.939 0.37 0.30 -0.32
H -7.209 -10.955 17.167 0.36 -0.05 0.02
H -6.469 -9.777 20.604 0.18 0.50 0.45
H -5.672 -10.439 19.273 0.69 -0.61 -0.56
H -5.354 -8.232 18.213 0.19 0.06 -0.40
H -4.591 -8.157 19.783 -0.21 -0.18 -0.06
H -5.993 -6.092 19.347 -0.39 -1.20 0.10
H -6.494 -7.010 20.742 -0.22 -0.27 -0.11
H -9.822 -6.231 19.563 -0.33 -0.15 -0.67
H -8.793 -6.412 20.867 0.40 -0.17 1.25
H -8.479 -5.111 19.691 0.07 -0.46 0.14
H -7.046 -7.063 16.924 -0.53 0.27 0.64
H -8.825 -7.157 17.131 0.57 0.20 0.05
H -8.034 -5.631 17.374 0.34 -0.07 0.41
H -7.699 -11.743 19.494 0.08 -0.22 0.14
H -9.144 -11.146 18.684 -0.48 -0.30 -0.37
H -8.853 -10.634 20.313 -0.02 -0.04 0.59
H -10.292 -8.624 19.240 -0.02 0.11 -0.50
C -11.318 -15.892 23.761 0.83 0.25 -0.22
C -9.913 -15.920 24.449 -1.33 -1.83 -0.78
C -9.615 -14.523 24.864 0.71 1.45 0.22
C -8.375 -14.355 25.800 -1.71 -1.73 -0.63
C -8.484 -15.369 26.970 0.22 0.79 0.20
C -8.865 -16.802 26.566 -0.44 -1.29 -0.15
N -10.080 -16.740 25.666 1.18 1.90 0.50
O -10.592 -17.988 25.380 -0.77 -0.30 0.68
C -7.652 -17.593 25.956 -0.62 0.94 0.62
C -9.373 -17.579 27.804 -0.19 0.22 -0.43
C -8.829 -16.473 23.448 1.21 1.60 1.21
H -11.284 -15.187 22.902 -0.16 -0.44 0.49
H -12.077 -15.607 24.480 -0.04 0.41 0.20
H -11.630 -16.873 23.436 0.14 -0.27 -0.41
H -9.574 -13.924 23.945 0.70 -0.03 0.00
H -10.494 -14.076 25.309 -0.37 -0.21 0.66
H -8.346 -13.375 26.221 0.23 0.84 0.07
H -7.512 -14.555 25.188 0.60 0.12 0.05
H -9.316 -15.036 27.628 0.64 0.03 -0.18
H -7.500 -15.281 27.537 -1.27 -0.64 -0.41
H -7.103 -18.101 26.737 0.23 0.12 0.32
H -7.982 -18.379 25.300 -0.12 -0.22 -0.44
H -6.998 -16.887 25.447 0.17 -0.32 -0.14
H -8.494 -17.655 28.445 -0.39 -0.12 0.55
H -10.253 -17.071 28.271 0.93 -0.21 -0.18
H -9.728 -18.580 27.505 0.40 0.39 0.18
H -7.856 -15.971 23.774 -1.10 -0.69 -0.90
H -9.054 -16.197 22.431 -0.10 0.33 -0.36
H -8.591 -17.526 23.433 -0.41 -0.40 0.25
H -10.097 -18.354 24.661 0.81 -0.58 -0.95
C -5.792 -12.060 22.849 -0.43 -0.78 0.21
C -4.619 -11.686 23.783 0.44 1.19 -0.83
C -4.819 -11.887 25.298 1.11 0.78 -0.44
C -4.779 -13.347 25.632 -0.32 -0.45 0.55
C -3.501 -14.002 25.191 -0.19 -1.12 -0.84
C -3.263 -13.812 23.673 -0.89 -0.97 0.28
N -3.372 -12.369 23.361 -0.09 -0.70 -0.03
O -3.282 -12.229 21.905 0.60 0.31 1.10
C -1.881 -14.293 23.328 0.43 2.44 -0.95
C -4.228 -14.720 22.861 0.00 0.49 -0.58
C -4.345 -10.192 23.495 -0.96 0.60 1.59
H -5.644 -11.697 21.814 -0.09 0.07 0.74
H -6.734 -11.701 23.271 0.00 0.26 -0.16
H -5.903 -13.149 22.752 -0.12 0.69 0.09
H -4.024 -11.279 25.801 -0.40 -0.68 -0.24
H -5.752 -11.440 25.609 -0.47 0.16 -0.04
H -5.647 -13.766 25.098 0.31 -0.31 0.46
H -4.849 -13.536 26.709 -0.55 0.14 -0.07
H -3.478 -15.083 25.422 -0.69 0.04 -0.54
H -2.681 -13.766 25.836 0.84 1.30 0.06
H -1.699 -14.211 22.232 0.02 0.22 0.75
H -1.232 -13.610 23.905 0.38 -0.67 -0.46
H -1.765 -15.304 23.556 0.32 -1.59 0.79
H -5.281 -14.678 23.082 -0.30 0.52 0.08
H -4.044 -14.506 21.796 -0.40 -0.08 0.30
H -4.087 -15.767 22.999 1.03 -0.88 0.30
H -5.248 -9.588 23.743 0.36 -0.43 -0.16
H -4.210 -10.102 22.449 0.40 0.42 -1.00
H -3.531 -9.708 24.079 -0.23 -0.71 -0.42
H -2.572 -11.570 21.901 -0.14 -0.26 -0.54
C -8.242 -9.457 25.079 -0.60 -1.82 1.39
C -9.325 -9.040 24.103 1.59 -0.01 -0.07
C -9.770 -10.212 23.189 -1.15 0.12 0.20
C -10.714 -11.207 23.911 0.30 0.60 0.36
C -11.865 -10.396 24.505 -0.52 1.00 -0.03
C -11.483 -9.244 25.488 0.47 -1.46 0.45
N -10.445 -8.481 24.792 -2.30 0.94 -0.21
O -10.132 -7.310 25.490 0.33 0.18 0.52
C -12.745 -8.410 25.771 0.45 -0.16 -1.06
C -10.977 -9.830 26.844 -0.52 -0.64 -1.00
C -8.645 -7.913 23.337 -0.03 -0.25 -1.80
H -8.077 -8.700 25.843 0.39 0.31 -0.24
H -7.309 -9.781 24.625 0.10 0.29 -0.17
H -8.609 -10.309 25.670 0.36 -0.13 -0.20
H -10.330 -9.864 22.308 0.19 0.42 0.21
H -8.917 -10.728 22.790 0.70 -0.18 -0.04
H -10.157 -11.691 24.734 -0.28 -0.15 -0.39
H -11.099 -11.978 23.203 0.35 0.46 0.54
H -12.646 -10.990 24.968 0.05 -0.41 0.31
H -12.408 -9.855 23.718 0.25 -0.25 -0.22
H -13.096 -7.955 24.829 0.08 0.03 0.41
H -13.519 -9.083 26.123 -0.19 -0.18 0.12
H -12.593 -7.643 26.522 0.15 0.19 0.07
H -10.636 -9.035 27.490 0.11 0.20 0.40
H -11.765 -10.421 27.334 0.00 0.47 0.02
H -10.182 -10.548 26.656 0.18 0.11 0.17
H -9.410 -7.411 22.724 0.38 -0.28 -0.40
H -7.829 -8.390 22.716 -0.90 0.74 0.30
H -8.213 -7.108 23.925 0.19 -0.40 0.51
H -9.566 -7.549 26.248 -0.10 0.15 -0.08
C -15.215 -10.918 23.380 -1.53 0.47 -0.43
O -16.457 -10.565 22.630 1.42 -1.09 0.84
H -15.207 -11.930 23.818 -0.37 0.31 -0.26
H -14.373 -10.802 22.727 0.53 0.06 -0.32
H -15.186 -10.183 24.168 0.25 0.20 0.31
H -16.618 -11.341 22.080 -0.30 0.24 -0.12
C -7.375 -6.677 29.577 1.33 0.26 -1.53
O -8.173 -7.180 28.470 0.42 -0.32 1.01
H -7.690 -5.694 29.872 -0.26 0.60 -0.33
H -7.459 -7.261 30.460 -0.20 -0.95 0.63
H -6.292 -6.643 29.254 -1.06 0.08 0.42
H -8.118 -8.139 28.606 -0.23 0.22 -0.39
```
Positions in Å, forces in eV/Å.

Computed properties:
LUMO level in eV: 0.267
HOMO-LUMO gap in eV: 8.5
HOMO level in eV: -8.226

Atom charges from the Mulliken analysis, given in e for atoms 1 to 99: -0.978, 2.725, -1.598, -0.470, -0.058, 0.306, 0.311, -1.591, 0.300, 0.336, 0.436, -0.287, -1.668, 0.345, -0.654, -0.666, 0.619, 0.284, 0.580, 0.373, -0.260, 0.303, 0.321, 0.343, -0.679, 2.462, -1.376, -0.759, 0.258, 0.530, -0.718, -1.062, 0.048, 0.387, 0.408, 0.481, 0.332, 2.442, -2.375, -0.768, 0.874, -0.441, -0.558, -1.155, 0.450, 0.464, 0.482, 0.282, -1.621, 2.422, -1.114, 1.528, 0.316, 0.329, 0.401, -1.003, -0.271, 0.435, 0.479, -1.531, -1.957, 1.596, -1.604, -0.506, -0.286, 3.184, 0.189, -0.519, -1.537, -2.090, -1.681, 0.387, 0.410, 0.392, 0.560, 0.339, 0.574, 0.199, 0.541, -1.553, 0.902, 0.080, -0.596, 0.575, -0.157, 0.640, 0.379, 0.436, 0.394, 0.371, -1.866, 1.581, -0.541, -1.115, -0.543, 1.807, 1.758, -0.838, -1.149